The following is a DFT calculation (ωB97M-V/def2-TZVPD) of a 6-piece molecular cluster, C26H60F6N4O13 overall in a non-equilibrium geometry.

Values from the calculation:
* LUMO energy: -1.040 eV
* 2S+1: 1
* gap between HOMO and LUMO: 0.148 Ha

Atoms and positions in Å:
1 F -6.036 -2.908 -2.759
2 F 5.761 5.487 -1.901
3 F -4.099 -3.923 -2.739
4 F 6.103 6.093 0.128
5 F -5.218 -3.716 -4.567
6 F 4.204 6.505 -0.794
7 O 3.941 3.631 -1.327
8 O 0.899 1.862 1.069
9 O -3.304 -1.398 -2.638
10 O -0.134 -3.808 -4.990
11 O 5.598 3.391 0.202
12 O 0.747 -5.124 1.636
13 O -0.175 -4.131 5.703
14 O -2.475 2.535 2.229
15 O 1.500 5.310 3.542
16 O -3.535 -1.645 -4.868
17 O 1.362 0.272 -4.739
18 O -0.274 0.274 1.931
19 O 0.146 0.273 -0.183
20 N 0.188 0.860 0.895
21 N -0.943 -1.230 -4.133
22 N -0.593 -3.341 3.154
23 N -0.265 2.896 3.583
24 C 0.099 0.903 -4.803
25 C -4.183 -1.715 -3.730
26 C -0.203 -4.613 7.027
27 C 2.566 3.681 -1.211
28 C -2.578 3.605 3.122
29 C 1.568 -5.995 0.895
30 C 2.445 6.204 2.989
31 C -2.646 -1.573 -0.423
32 C -0.018 -2.911 1.858
33 C 1.919 -0.095 -5.972
34 C 5.191 5.556 -0.699
35 C -0.161 -2.113 -3.259
36 C -4.886 -3.070 -3.445
37 C -0.954 -2.961 5.515
38 C -3.789 -1.144 -1.341
39 C 1.253 -3.990 -5.230
40 C -0.528 -2.303 4.235
41 C -0.469 -3.552 -3.647
42 C 4.649 4.205 -0.190
43 C 0.993 3.111 4.356
44 C -0.853 0.245 -3.839
45 C -1.175 4.068 3.510
46 C 0.187 -4.046 0.902
47 C -2.339 2.912 0.875
48 C 1.890 2.948 -2.358
49 C 1.940 3.988 3.578
50 H -0.810 2.188 4.082
51 H 2.079 7.210 3.167
52 H -1.997 -3.298 5.439
53 H 2.177 3.351 -0.241
54 H -0.449 -1.970 -2.218
55 H 1.100 -6.253 -0.062
56 H 2.188 4.722 -1.279
57 H -0.622 0.355 -2.783
58 H -1.846 0.621 -4.091
59 H 2.783 -0.735 -5.791
60 H 0.883 -1.828 -3.379
61 H 0.000 -4.253 -2.944
62 H -2.240 2.111 0.150
63 H -3.179 3.543 0.558
64 H -1.550 -3.699 -3.583
65 H -5.007 -0.964 -3.751
66 H -1.577 -3.591 3.026
67 H -0.569 -1.318 -5.080
68 H -1.202 -4.551 7.471
69 H 2.040 3.567 2.565
70 H -3.221 4.420 2.779
71 H 1.702 -3.039 -5.538
72 H 0.511 -4.069 7.652
73 H -1.871 -0.835 -0.620
74 H -0.747 4.820 2.849
75 H 3.420 6.051 3.464
76 H -1.253 -1.520 4.004
77 H 2.546 -5.580 0.620
78 H 2.307 0.773 -6.516
79 H -3.934 -0.064 -1.226
80 H -0.152 2.477 2.642
81 H -4.684 -1.718 -1.089
82 H 0.163 1.983 -4.645
83 H 0.449 -1.835 4.142
84 H -1.187 4.616 4.453
85 H -0.304 0.806 -5.823
86 H -1.452 3.553 0.768
87 H 0.889 -2.371 2.121
88 H -0.159 -4.209 3.498
89 H 1.368 -4.687 -6.057
90 H 1.752 -6.883 1.493
91 H -0.833 -2.292 6.370
92 H 2.330 3.255 -3.309
93 H 2.971 3.941 3.955
94 H 0.823 3.183 -2.331
95 H -0.708 -2.192 1.416
96 H 2.068 1.873 -2.286
97 H 1.235 -0.672 -6.608
98 H -1.969 -1.461 -4.269
99 H 2.609 6.064 1.916
100 H -0.806 -4.387 0.577
101 H -2.325 -2.573 -0.726
102 H -3.065 3.202 4.016
103 H 1.779 -4.342 -4.339
104 H 0.794 -3.782 0.038
105 H 0.764 3.512 5.341
106 H 0.084 -5.663 7.052
107 H 1.440 2.123 4.460
108 H -2.843 -1.570 0.652
109 H 3.994 4.381 0.700

Löwdin population analysis, charges in e, atoms 1 to 99: atom 1 (F): 0.113, atom 2 (F): 0.139, atom 3 (F): 0.111, atom 4 (F): 0.114, atom 5 (F): 0.143, atom 6 (F): 0.071, atom 7 (O): -0.079, atom 8 (O): -0.023, atom 9 (O): -0.136, atom 10 (O): -0.169, atom 11 (O): -0.192, atom 12 (O): -0.200, atom 13 (O): -0.198, atom 14 (O): -0.196, atom 15 (O): -0.198, atom 16 (O): -0.149, atom 17 (O): -0.187, atom 18 (O): -0.098, atom 19 (O): -0.009, atom 20 (N): -0.574, atom 21 (N): 0.048, atom 22 (N): 0.066, atom 23 (N): 0.060, atom 24 (C): -0.204, atom 25 (C): -0.497, atom 26 (C): -0.091, atom 27 (C): -0.337, atom 28 (C): -0.201, atom 29 (C): -0.092, atom 30 (C): -0.073, atom 31 (C): -0.079, atom 32 (C): -0.107, atom 33 (C): -0.112, atom 34 (C): -0.567, atom 35 (C): -0.107, atom 36 (C): -0.551, atom 37 (C): -0.202, atom 38 (C): -0.246, atom 39 (C): -0.084, atom 40 (C): -0.087, atom 41 (C): -0.200, atom 42 (C): -0.553, atom 43 (C): -0.079, atom 44 (C): -0.077, atom 45 (C): -0.107, atom 46 (C): -0.183, atom 47 (C): -0.081, atom 48 (C): -0.086, atom 49 (C): -0.224, atom 50 (H): 0.167, atom 51 (H): 0.091, atom 52 (H): 0.139, atom 53 (H): 0.081, atom 54 (H): 0.112, atom 55 (H): 0.093, atom 56 (H): 0.110, atom 57 (H): 0.119, atom 58 (H): 0.137, atom 59 (H): 0.088, atom 60 (H): 0.132, atom 61 (H): 0.120, atom 62 (H): 0.087, atom 63 (H): 0.096, atom 64 (H): 0.125, atom 65 (H): 0.154, atom 66 (H): 0.191, atom 67 (H): 0.155, atom 68 (H): 0.094, atom 69 (H): 0.126, atom 70 (H): 0.135, atom 71 (H): 0.070, atom 72 (H): 0.097, atom 73 (H): 0.042, atom 74 (H): 0.130, atom 75 (H): 0.097, atom 76 (H): 0.140, atom 77 (H): 0.097, atom 78 (H): 0.096, atom 79 (H): 0.119, atom 80 (H): 0.111, atom 81 (H): 0.114, atom 82 (H): 0.125, atom 83 (H): 0.142, atom 84 (H): 0.137, atom 85 (H): 0.131, atom 86 (H): 0.095, atom 87 (H): 0.143, atom 88 (H): 0.165, atom 89 (H): 0.091, atom 90 (H): 0.092, atom 91 (H): 0.138, atom 92 (H): 0.076, atom 93 (H): 0.141, atom 94 (H): 0.065, atom 95 (H): 0.103, atom 96 (H): 0.070, atom 97 (H): 0.088, atom 98 (H): 0.096, atom 99 (H): 0.087



The following is a DFT calculation (ωB97M-V/def2-TZVPD) of C17H12BrF6N2O9S2SeTa as an isolated structure.

Values from the calculation:
* LUMO energy: -1.608 eV
* 2S+1: 1
* gap between HOMO and LUMO: 0.286 Ha

Atoms and positions in Å:
1 Ta -0.545 -0.077 -0.199
2 Br -4.657 5.346 -0.100
3 Se -2.210 -2.062 0.158
4 S -0.420 -0.967 3.082
5 S 1.890 0.378 2.755
6 F 1.730 2.645 4.048
7 F 2.424 2.803 2.003
8 F -2.904 -1.127 3.760
9 F -1.958 0.738 4.319
10 F 0.330 2.434 2.410
11 F -1.526 -1.073 5.431
12 O 1.602 0.017 1.374
13 O -0.305 -2.376 2.962
14 O -0.912 -0.277 1.840
15 O -0.955 -0.434 -2.028
16 O 2.687 1.872 -1.889
17 O 3.196 0.156 3.257
18 O 1.114 -1.817 -0.728
19 O -0.277 0.498 -3.950
20 O 0.899 0.950 -0.919
21 N -2.684 -3.141 -2.592
22 N 0.750 -0.173 3.715
23 C -1.856 1.597 -0.106
24 C 1.575 2.194 2.814
25 C -0.093 -0.284 -3.071
26 C -1.799 -0.573 4.241
27 C 2.494 -1.420 -0.999
28 C -1.747 2.587 -1.096
29 C 2.006 0.913 -1.703
30 C -3.677 2.870 0.882
31 C 1.980 -3.427 -2.177
32 C 1.123 -1.188 -2.958
33 C 2.309 -0.483 -2.209
34 C -2.498 -2.720 -1.536
35 C 0.862 -2.402 -2.049
36 C -3.529 3.830 -0.107
37 C -2.843 1.765 0.874
38 C -2.572 3.699 -1.101
39 C 3.140 -2.731 -1.429
40 H -4.435 2.986 1.643
41 H -0.145 -2.798 -2.092
42 H -2.977 1.021 1.649
43 H 2.914 -0.953 -0.119
44 H -2.475 4.454 -1.868
45 H 1.415 -1.467 -3.967
46 H 4.016 -2.555 -2.050
47 H 2.204 -3.641 -3.221
48 H 3.203 -0.424 -2.823
49 H -1.010 2.495 -1.884
50 H 1.693 -4.358 -1.693
51 H 3.451 -3.301 -0.555

List of Löwdin charges in e, atom by atom: atom 1 (Ta): 1.767, atom 2 (Br): 0.757, atom 3 (Se): 0.768, atom 4 (S): 0.658, atom 5 (S): 0.656, atom 6 (F): 0.169, atom 7 (F): 0.172, atom 8 (F): 0.160, atom 9 (F): 0.169, atom 10 (F): 0.146, atom 11 (F): 0.179, atom 12 (O): -0.363, atom 13 (O): -0.226, atom 14 (O): -0.596, atom 15 (O): -0.261, atom 16 (O): 0.178, atom 17 (O): -0.210, atom 18 (O): -0.180, atom 19 (O): 0.179, atom 20 (O): -0.199, atom 21 (N): 0.080, atom 22 (N): -0.259, atom 23 (C): -0.287, atom 24 (C): -0.683, atom 25 (C): -0.491, atom 26 (C): -0.687, atom 27 (C): -0.227, atom 28 (C): -0.088, atom 29 (C): -0.479, atom 30 (C): -0.119, atom 31 (C): -0.072, atom 32 (C): -0.071, atom 33 (C): -0.070, atom 34 (C): -0.751, atom 35 (C): -0.231, atom 36 (C): -0.683, atom 37 (C): -0.108, atom 38 (C): -0.113, atom 39 (C): -0.074, atom 40 (H): 0.104, atom 41 (H): 0.114, atom 42 (H): 0.083, atom 43 (H): 0.146, atom 44 (H): 0.106, atom 45 (H): 0.168, atom 46 (H): 0.125, atom 47 (H): 0.126, atom 48 (H): 0.166, atom 49 (H): 0.101, atom 50 (H): 0.125, atom 51 (H): 0.124



The following is a DFT calculation (ωB97M-V/def2-TZVPD) of a 2-piece molecular cluster, C4H5OP overall in a non-equilibrium geometry.

Values from the calculation:
* structure (SMILES): C1=CC=1.CP=O
* LUMO energy: -0.328 eV
* 2S+1: 1
* gap between HOMO and LUMO: 0.303 Ha

Atoms and positions in Å:
1 P 0.720 -0.944 0.931
2 O 1.683 -0.922 2.072
3 C -2.471 0.307 -0.338
4 C 1.823 -0.701 -0.535
5 C -1.939 1.384 0.241
6 C -0.982 0.473 -0.391
7 H -3.488 -0.076 -0.435
8 H 2.167 0.407 -0.476
9 H 2.681 -1.294 -0.341
10 H -1.771 2.286 0.826
11 H 1.575 -0.918 -1.554

List of Löwdin charges in e, atom by atom: atom 1 (P): 0.784, atom 2 (O): -0.506, atom 3 (C): -0.051, atom 4 (C): -0.346, atom 5 (C): -0.095, atom 6 (C): -0.062, atom 7 (H): 0.096, atom 8 (H): 0.071, atom 9 (H): -0.003, atom 10 (H): 0.101, atom 11 (H): 0.011



The following is a DFT calculation (ωB97M-V/def2-TZVPD) of C7H16O3 as an isolated structure in a non-equilibrium geometry.

Values from the calculation:
* LUMO energy: 0.731 eV
* 2S+1: 1
* gap between HOMO and LUMO: 0.314 Ha

Atoms and positions in Å:
1 O -2.356 -0.914 1.374
2 O -1.724 1.163 -0.369
3 O -0.738 -0.536 3.016
4 C 1.466 -0.693 0.624
5 C -0.564 0.768 0.258
6 C 1.585 1.892 -1.536
7 C -0.450 -1.585 -0.768
8 C -1.391 0.000 1.890
9 C 0.230 -0.359 -0.185
10 C 0.861 0.581 -1.733
11 H 2.215 -1.190 -0.001
12 H 2.155 2.163 -2.433
13 H 0.002 1.626 0.618
14 H 1.531 -0.192 -2.115
15 H 1.919 0.195 1.069
16 H -0.227 -1.304 2.727
17 H -1.280 -1.306 -1.420
18 H 0.887 2.713 -1.350
19 H 0.265 -2.182 -1.343
20 H 2.297 1.841 -0.707
21 H -3.068 -1.015 2.027
22 H 1.225 -1.414 1.411
23 H 0.024 0.671 -2.427
24 H -0.848 -2.231 0.016
25 H -1.936 0.866 2.283
26 H -2.081 0.442 -0.928

List of Löwdin charges in e, atom by atom: atom 1 (O): -0.053, atom 2 (O): 0.000, atom 3 (O): -0.021, atom 4 (C): -0.041, atom 5 (C): -0.254, atom 6 (C): -0.134, atom 7 (C): -0.048, atom 8 (C): -0.310, atom 9 (C): -0.432, atom 10 (C): -0.138, atom 11 (H): 0.091, atom 12 (H): 0.074, atom 13 (H): 0.140, atom 14 (H): 0.081, atom 15 (H): 0.091, atom 16 (H): 0.069, atom 17 (H): 0.082, atom 18 (H): 0.072, atom 19 (H): 0.090, atom 20 (H): 0.068, atom 21 (H): 0.101, atom 22 (H): 0.073, atom 23 (H): 0.086, atom 24 (H): 0.081, atom 25 (H): 0.123, atom 26 (H): 0.108



Question: What is the gap between HOMO and LUMO in the fourth record?
Answer: 0.314 Ha



Question: Which formula does entry 3 have?
Answer: C4H5OP



Question: The lowest LUMO energy belongs to which entry?
Answer: C17H12BrF6N2O9S2SeTa